# C35H67IrN13SeSi

A structure of composition C35H67IrN13SeSi (ωB97M-V/def2-TZVPD, the Open Molecules 2025 dataset).

Geometry as XYZ:
```
118
Properties=species:S:1:pos:R:3:forces:R:3:lowdin_spin:R:1
Ir 0.457030 0.196642 0.091848 -0.39 0.53 -0.18 2.482
C -1.560445 4.235188 -0.516662 -0.09 0.00 0.02 0.002
N -2.011400 2.851356 -0.379223 -0.01 0.12 0.26 0.021
C -3.224207 2.560475 -1.150327 0.10 -0.13 -0.04 0.011
C -1.948046 2.383518 0.961171 -0.02 0.06 -0.14 0.018
N -1.224178 1.338681 1.218401 -0.01 -0.13 0.00 0.131
C -1.391856 0.603683 2.463886 -0.07 -0.10 -0.01 0.022
C -0.071862 0.437094 3.191588 0.03 0.00 0.01 0.005
N 0.999470 -0.099143 2.313048 0.04 -0.10 -0.01 0.061
C 1.255671 -1.527507 2.590691 -0.01 0.00 0.05 0.007
C 0.075244 -2.434493 2.295189 0.03 -0.07 0.00 0.010
N -0.443383 -2.343991 0.917486 -0.06 0.00 -0.01 0.121
C -1.889484 -2.342702 0.834588 0.02 0.01 -0.01 0.489
N -2.665160 -3.109103 1.716489 0.06 -0.07 0.01 0.131
C -3.139950 -2.620448 3.006520 -0.02 0.02 -0.01 0.021
C -3.586107 -4.100370 1.172094 0.02 -0.01 0.01 0.023
N -2.436465 -1.888466 -0.371726 0.00 0.04 -0.01 0.127
C -2.340198 -2.648899 -1.622474 0.00 0.00 0.00 0.034
C -3.753851 -1.281798 -0.237864 -0.01 0.00 0.01 0.016
C 2.245228 0.672782 2.482821 0.00 -0.07 0.00 0.002
C 2.159594 2.012783 1.786697 0.02 0.04 0.00 0.006
N 1.935338 1.856931 0.341839 -0.07 -0.14 0.08 0.125
C 2.554162 2.744931 -0.434527 0.04 0.03 -0.05 0.021
N 3.024494 3.921226 0.085402 -0.05 0.08 -0.07 0.014
C 2.221935 4.768187 0.950574 0.00 0.00 0.03 0.001
C 4.363313 4.418257 -0.204349 0.03 0.00 0.05 0.002
N 2.776572 2.553888 -1.751610 0.08 -0.03 0.03 0.012
C 2.848686 1.254052 -2.401792 -0.05 0.06 -0.07 0.003
C 3.095992 3.669325 -2.639060 -0.01 -0.02 -0.06 0.001
N -2.586273 3.091421 1.932520 0.05 0.21 0.08 0.010
C -1.962445 3.355925 3.224949 -0.01 0.09 -0.04 0.001
C -3.816385 3.841165 1.683991 0.01 -0.04 0.02 0.002
H -0.515213 4.309711 -0.211147 -0.03 0.03 0.00 0.000
H -2.149401 4.954671 0.060546 0.09 0.00 -0.08 0.001
H -1.631104 4.517079 -1.565324 0.02 0.00 -0.01 0.000
H -4.007346 3.311035 -1.016314 0.00 0.01 0.02 0.000
H -3.616495 1.584236 -0.870658 0.01 0.00 0.03 0.004
H -2.965669 2.532318 -2.209937 -0.02 0.00 -0.01 0.002
H -1.764706 -0.378279 2.162946 0.02 -0.03 0.01 0.011
H -2.135515 1.035465 3.134008 0.04 -0.08 -0.05 0.002
H -0.203651 -0.222070 4.054444 0.01 0.00 0.00 0.001
H 0.258641 1.397395 3.586270 0.00 -0.01 -0.01 0.000
H 1.511677 -1.648579 3.651072 0.02 -0.01 0.00 0.001
H 2.115545 -1.831459 2.000489 0.00 0.02 -0.05 0.000
H -0.732537 -2.236471 2.993105 0.01 0.05 -0.03 0.003
H 0.404131 -3.451214 2.505048 -0.03 0.06 0.03 0.000
H -2.580823 -1.752102 3.342976 0.00 -0.01 0.01 0.001
H -3.052985 -3.399595 3.768269 -0.01 -0.01 -0.01 -0.001
H -4.195984 -2.329306 2.946862 0.00 0.01 0.00 0.004
H -3.225785 -4.473345 0.219049 -0.01 0.02 0.01 0.000
H -4.599998 -3.707993 1.042846 -0.01 0.00 0.00 0.001
H -3.649100 -4.947427 1.860179 0.01 0.00 0.01 0.009
H -1.321272 -2.969404 -1.808322 0.01 0.01 0.00 0.003
H -2.651182 -2.001440 -2.442126 0.00 0.01 0.00 0.001
H -2.998383 -3.525147 -1.627152 0.01 -0.01 0.00 0.005
H -4.570954 -2.009612 -0.277076 0.00 0.00 0.01 0.001
H -3.900618 -0.585639 -1.066199 -0.01 -0.01 -0.01 0.006
H -3.819208 -0.731096 0.701219 0.01 0.01 -0.01 0.001
H 3.058221 0.086686 2.060101 0.02 -0.01 -0.03 0.000
H 2.463612 0.820213 3.546717 -0.01 0.00 0.00 0.001
H 3.088090 2.551831 1.983858 0.00 -0.02 -0.01 0.001
H 1.354099 2.601067 2.238864 0.02 -0.01 0.00 0.000
H 1.222099 4.357343 1.063763 0.02 0.01 -0.03 0.000
H 2.133432 5.763110 0.507294 0.02 0.00 0.00 0.001
H 2.672678 4.875541 1.940570 -0.01 0.00 0.00 0.000
H 4.956674 3.644489 -0.685706 -0.01 0.02 0.01 0.000
H 4.847510 4.675680 0.739564 0.00 -0.01 0.00 0.000
H 4.354214 5.309300 -0.835691 0.00 0.00 0.01 0.000
H 2.348686 0.498897 -1.814635 -0.02 0.01 -0.01 0.003
H 3.889641 0.967255 -2.569359 -0.03 0.02 -0.02 0.000
H 2.348652 1.312479 -3.367938 -0.02 0.02 0.00 0.000
H 2.701017 4.600034 -2.240448 0.00 -0.01 -0.02 0.000
H 2.631057 3.475845 -3.603276 -0.01 0.01 0.00 0.000
H 4.170313 3.774495 -2.799489 -0.01 -0.01 0.00 0.000
H -0.922193 3.038027 3.209124 -0.06 0.05 0.00 0.000
H -2.478822 2.862976 4.050930 0.00 0.02 0.01 0.000
H -1.984106 4.432186 3.404676 -0.01 0.01 0.01 0.000
H -4.512288 3.264444 1.082217 0.02 0.00 -0.02 0.000
H -3.639706 4.809495 1.212025 -0.06 -0.02 0.06 0.000
H -4.292242 4.018550 2.646123 -0.02 -0.01 0.00 0.000
C 4.104665 -0.690511 -0.345894 0.04 -0.03 0.06 0.001
C 3.123494 -1.613027 -1.007290 -0.07 0.03 0.03 0.015
C 3.480206 -2.304350 -2.147171 0.00 -0.01 0.00 0.004
C 2.579790 -3.218486 -2.682341 0.00 0.00 -0.02 0.010
C 1.421608 -3.497146 -1.995893 0.02 0.02 0.02 0.006
C 1.168695 -2.830155 -0.789054 -0.02 -0.02 0.05 0.022
N 1.931780 -1.798101 -0.387722 0.15 -0.09 -0.06 0.075
N 0.168475 -3.317020 0.041150 0.07 0.00 0.00 0.050
Si 0.095129 -5.135358 0.251844 -0.02 0.10 -0.05 0.003
C -1.044138 -5.923858 -0.999448 -0.04 -0.02 0.00 0.001
C 1.833414 -5.776878 0.036704 0.04 -0.01 -0.01 0.001
C -0.466705 -5.590557 1.969118 -0.01 -0.05 0.03 0.000
H 4.955979 -0.495206 -0.995686 -0.01 -0.02 0.01 0.000
H 4.484512 -1.167925 0.561017 0.01 0.00 0.00 0.000
H 3.647369 0.255546 -0.065711 0.03 -0.04 0.04 0.001
H 4.443660 -2.130606 -2.605146 -0.01 0.00 0.00 0.000
H 2.798876 -3.728283 -3.611727 0.00 0.00 0.01 0.001
H 0.722940 -4.236023 -2.358549 -0.01 0.00 -0.01 0.000
H -1.029805 -5.462489 -1.986612 0.02 0.00 -0.01 0.000
H -2.080151 -5.947049 -0.659311 0.02 -0.01 -0.02 0.000
H -0.729726 -6.964293 -1.123365 -0.01 0.00 0.01 0.000
H 2.113934 -5.962824 -0.999084 0.00 0.00 0.01 0.000
H 1.904913 -6.728412 0.570733 0.00 0.00 -0.01 0.000
H 2.573397 -5.101125 0.473466 0.00 -0.02 0.01 0.000
H -1.234492 -4.943035 2.385429 -0.06 -0.01 -0.02 0.000
H 0.378365 -5.629593 2.659776 -0.02 0.00 0.02 0.000
H -0.874687 -6.603854 1.908248 0.02 0.00 0.00 0.000
Se -0.817082 0.266888 -2.001861 0.13 -0.41 0.03 0.650
C -0.509791 1.547711 -3.373597 0.09 0.08 0.11 0.061
C -0.833314 1.173675 -4.672011 -0.01 0.03 -0.02 0.042
C -0.687706 2.118452 -5.680732 0.00 0.01 -0.03 -0.003
N -0.293221 3.369959 -5.464343 -0.01 -0.03 0.04 0.032
C -0.008014 3.717593 -4.212422 -0.01 -0.01 -0.01 -0.005
C -0.080981 2.845567 -3.135726 0.07 0.00 0.02 0.030
H -1.191571 0.178910 -4.902624 0.00 0.00 0.00 0.004
H -0.912942 1.856071 -6.707874 0.00 0.00 0.00 -0.001
H 0.300010 4.747665 -4.062653 0.00 0.00 0.00 -0.001
H 0.189374 3.165867 -2.140172 -0.02 -0.02 0.00 0.001
```
Positions in Å, forces in eV/Å.

Values from the calculation:
charge: +2
E_tot: -132799.434 eV
HOMO (alpha / beta): -11.29 / -13.02 eV
orbital gap (alpha / beta): 7.26 / 6.09 eV
multiplicity: 6
largest force on an atom: 0.7 eV Å⁻¹

# C7H28N14O7

A cluster of 7 separate species, C7H28N14O7 in total (ωB97M-V/def2-TZVPD, the Open Molecules 2025 dataset).

Geometry as XYZ:
```
56
Properties=species:S:1:pos:R:3:forces:R:3:nbo_charge:R:1
N -0.368332 -2.451036 5.361948 2.27 1.41 0.31 -0.808
C -1.521402 -2.656306 4.768238 -0.88 -4.93 3.50 0.728
N -1.789672 -1.986506 3.690218 -0.25 2.93 -3.55 -0.862
O -2.216612 -3.561206 5.221118 -1.21 -0.34 -0.38 -0.679
H 0.284028 -1.824156 4.912998 0.06 0.03 0.79 0.399
H -0.304662 -2.691306 6.340878 0.22 0.09 -0.36 0.418
H -2.542882 -2.297246 3.093378 -0.22 0.20 0.61 0.407
H -1.715472 -1.005656 3.919378 -0.14 0.32 -0.92 0.397
N 1.130628 -3.623596 2.186118 1.78 1.07 0.91 -0.846
C 0.789478 -4.563546 1.315918 3.38 1.50 -1.74 0.753
N -0.358862 -5.051986 1.664568 -3.33 -2.80 -1.49 -0.868
O 1.447508 -4.776176 0.278588 -1.33 -0.26 1.12 -0.682
H 0.360478 -3.342996 2.776218 0.83 0.96 0.06 0.389
H 1.861978 -3.058176 1.779278 -0.19 0.69 0.87 0.419
H -0.763342 -5.358916 0.791478 -1.12 -1.00 0.86 0.412
H -0.734202 -5.090446 2.601448 -0.14 -0.07 -0.52 0.420
N -1.707902 1.431564 -5.818322 -1.88 1.89 -1.28 -0.797
C -0.944692 0.426434 -5.537382 0.48 0.79 -0.72 0.767
N -0.199572 -0.019496 -6.544262 1.45 -1.91 -0.41 -0.857
O -0.804702 -0.047446 -4.443132 -0.12 -1.62 3.17 -0.728
H -2.379642 1.796104 -5.158042 0.48 0.38 -0.42 0.425
H -1.432202 1.857344 -6.691712 -1.05 0.73 0.42 0.394
H 0.008918 0.361014 -7.456322 -0.20 -0.15 0.46 0.406
H 0.314538 -0.752566 -6.076922 0.90 -0.19 -1.26 0.413
N 2.896488 3.177454 -1.882382 2.95 -0.98 -1.42 -0.843
C 1.734998 3.778504 -1.801202 1.47 1.17 -1.96 0.733
N 1.152628 3.462634 -0.735832 -4.09 -2.18 6.87 -0.821
O 1.280158 4.569944 -2.549242 -1.21 2.24 -3.54 -0.646
H 3.382208 3.376214 -2.745322 0.67 -0.42 0.59 0.417
H 3.191868 2.633404 -1.084352 0.71 -0.04 -0.95 0.385
H 1.701778 3.038284 -0.002032 -0.88 0.03 0.23 0.376
H 0.169698 3.669114 -0.629482 0.51 0.20 0.31 0.401
N -0.768692 -1.216356 0.213828 -0.96 -1.54 2.66 -0.815
C 0.347558 -0.503086 0.229418 2.62 -2.03 0.67 0.776
N 0.353898 0.167784 -0.881692 2.47 3.59 -1.80 -0.801
O 1.406488 -0.586466 0.973438 -3.18 0.06 -2.03 -0.752
H -1.403692 -1.051756 -0.554142 -0.13 -0.65 0.66 0.402
H -0.894922 -1.856696 0.984618 -0.56 -0.18 -0.40 0.416
H -0.383142 0.277264 -1.563522 0.36 -0.09 0.23 0.407
H 1.155458 0.782214 -0.873062 -0.27 0.28 -1.06 0.406
N 2.447098 -0.866406 4.240508 3.29 -2.29 0.57 -0.842
C 1.485528 0.009344 4.465728 -1.39 -0.50 3.09 0.736
N 1.018458 0.368254 3.321738 -2.47 2.81 -2.98 -0.842
O 0.965258 0.251914 5.559628 0.52 0.01 -0.11 -0.696
H 2.848308 -1.447786 4.962398 0.04 0.52 -0.05 0.408
H 2.839838 -0.918156 3.311428 0.03 -0.31 0.37 0.392
H 1.418198 -0.004156 2.472248 -0.50 0.04 -0.26 0.422
H 0.070218 0.711004 3.262948 0.41 0.33 0.15 0.382
N -1.497652 2.253744 -2.778112 0.27 -0.94 0.39 -0.882
C -1.734572 3.506324 -3.230362 1.07 -0.28 -1.65 0.764
N -2.225082 4.244554 -2.266232 -1.24 1.71 2.21 -0.828
O -1.536592 3.954044 -4.339872 -0.08 -0.45 -0.88 -0.657
H -1.042622 1.528994 -3.314562 -0.02 -0.18 -0.12 0.434
H -1.831422 2.100494 -1.837252 0.25 -0.67 -0.47 0.363
H -2.743962 5.062654 -2.551842 0.25 -0.03 0.66 0.419
H -2.217202 3.813014 -1.353092 -0.72 1.03 -0.02 0.367
```
Positions in Å, forces in eV/Å.

Values from the calculation:
SMILES: NC(N)=O.NC(N)=O.NC(N)=O.NC(N)=O.NC(N)=O.NC(N)=O.NC(N)=O
E_tot: -42909.755 eV
HOMO: -9.60 eV
orbital gap: 9.36 eV
multiplicity: 1
largest force on an atom: 8.3 eV Å⁻¹

What is the formula in the second record?
C7H28N14O7

Which formula does entry 1 have?
C35H67IrN13SeSi